{"formula": "H17LiO9", "method": "wB97M-V/def2-TZVPD", "elements": ["Li", "O", "H", "O", "H", "H", "O", "H", "H", "O", "H", "H", "O", "H", "H", "O", "H", "H", "O", "H", "H", "O", "H", "H", "O", "H", "H"], "coordinates": [[0.2160, 23.2870, 27.2680], [1.1980, 24.7000, 28.1050], [0.4470, 25.1200, 28.7300], [0.4570, 27.3590, 27.0390], [0.7460, 26.5440, 27.2830], [1.0630, 27.8450, 27.3470], [1.6580, 23.4780, 30.5950], [1.7580, 23.8230, 29.6360], [2.1040, 24.1600, 30.9620], [-2.6880, 24.0470, 30.4940], [-1.8640, 24.6500, 30.3260], [-2.9440, 24.0650, 31.3150], [-0.7900, 24.1340, 26.1070], [-1.4560, 24.5010, 26.6080], [-1.3730, 23.7990, 25.6020], [3.2750, 26.3780, 29.1020], [2.4480, 25.8750, 28.9340], [3.3420, 27.1560, 28.4350], [-0.2170, 25.3510, 30.7060], [0.5510, 25.0260, 31.2960], [-0.0350, 26.3250, 30.6810], [-0.6410, 23.1200, 28.7800], [-0.3050, 23.9280, 29.1830], [-1.5650, 23.1730, 29.2850], [3.0140, 24.7560, 26.1710], [2.5070, 24.7000, 25.3930], [2.4070, 24.6210, 27.0030]], "forces_ev_per_a": [[1.3, 0.0, 0.2], [-2.4, 1.5, 2.5], [3.1, -0.8, -2.3], [-8.3, -2.1, -4.4], [1.1, -4.6, 0.8], [7.2, 6.6, 3.5], [-1.5, -2.3, -3.4], [-0.6, -1.0, 0.9], [2.9, 3.1, 2.6], [4.0, 1.0, -8.5], [-2.3, -1.2, 1.6], [-1.8, 0.4, 7.2], [6.4, 2.7, 3.1], [-1.5, 2.5, 3.3], [-5.7, -4.8, -7.5], [0.0, 2.0, -1.0], [0.4, 0.3, -0.7], [-0.4, -2.4, 1.6], [1.8, 1.5, 1.4], [-2.0, 0.0, -1.5], [-0.5, -1.0, -0.1], [-4.4, 0.0, 2.5], [0.9, -0.5, 0.2], [2.2, -1.2, -1.5], [0.3, -0.4, 3.1], [-1.2, -0.1, -1.2], [1.1, 0.7, -2.2]], "largest_force_ha_per_bohr": 0.205, "homo_ev": -9.95, "energy_ev": -18906.9835, "de_lowest_ev": 1.8985, "charge": 0, "lumo_ha": -0.0124}

{"formula": "C5H9NO", "method": "wB97M-V/def2-TZVPD", "elements": ["C", "C", "C", "C", "N", "C", "H", "H", "H", "H", "H", "H", "H", "O", "H", "H"], "coordinates": [[-0.8244, 0.6521, 1.8614], [0.0556, 0.1632, 0.7582], [0.7693, -1.0721, 0.7022], [1.5497, -1.0097, -0.4380], [1.2206, 0.1034, -1.1711], [0.3852, 0.8997, -0.3291], [-0.7563, 1.7236, 2.0469], [-1.8513, 0.4087, 1.5599], [-0.6223, 0.1165, 2.7931], [0.9558, -1.7964, 1.4706], [2.1168, -1.7773, -0.9462], [1.5377, 0.5100, -2.0332], [0.3620, 1.9054, -0.7033], [-1.8006, -0.0259, -2.1218], [-2.2360, -0.5791, -1.4372], [-0.8618, -0.2222, -2.0123]], "forces_ev_per_a": [[-0.5, -0.6, 0.0], [0.3, 0.8, 0.9], [1.3, 0.8, -1.0], [-0.7, -1.0, -1.4], [-1.1, 1.3, 2.4], [1.6, -0.9, -2.2], [0.1, -0.1, -0.1], [0.0, 0.2, 0.4], [0.0, 0.1, -0.1], [-0.5, -0.2, 0.2], [0.2, -0.1, 0.4], [0.6, -0.6, 0.0], [-1.0, 0.4, 0.6], [-0.6, -0.7, 0.4], [0.4, 0.6, -0.7], [-0.1, 0.0, 0.1]], "smiles": "Cc1cc[nH]c1.O", "largest_force_ha_per_bohr": 0.057, "homo_ev": -8.35, "energy_ev": -8867.8423, "de_lowest_ev": 1.3703, "charge": 0, "lumo_ha": 0.0336}

{"formula": "C18H14F5IMnN2S", "method": "wB97M-V/def2-TZVPD", "elements": ["C", "C", "H", "H", "H", "H", "H", "H", "C", "C", "C", "C", "H", "H", "H", "H", "N", "C", "C", "N", "C", "C", "C", "H", "H", "C", "H", "H", "Mn", "I", "F", "C", "C", "F", "C", "F", "C", "S", "C", "F", "C", "F"], "coordinates": [[-4.6021, -1.1939, -0.9008], [-4.7666, 0.1880, -0.2451], [-4.3348, -1.0745, -1.9582], [-5.5345, -1.7820, -0.8383], [-3.8106, -1.7850, -0.4251], [-3.9398, 0.8521, -0.4605], [-5.6799, 0.6602, -0.6048], [-4.8255, 0.1035, 0.8425], [1.9848, -0.6326, -2.3491], [3.0741, -0.5482, -3.2183], [3.7533, 0.6736, -3.3129], [3.3301, 1.7540, -2.5307], [1.4968, -1.5845, -2.1433], [3.3756, -1.4382, -3.7726], [4.6224, 0.7689, -3.9724], [3.9317, 2.6526, -2.4319], [1.4593, 0.4558, -1.7543], [2.1200, 1.6426, -1.8187], [1.5934, 2.6817, -0.9259], [0.4489, 2.3631, -0.2426], [0.0440, 3.1670, 0.7702], [1.8290, 4.7386, 0.3301], [0.6911, 4.3684, 1.0552], [-0.8173, 2.8146, 1.3550], [0.3097, 4.9924, 1.8533], [2.3136, 3.8437, -0.6279], [3.2592, 3.9977, -1.1227], [2.3448, 5.6795, 0.5146], [-0.3105, 0.3343, -0.5931], [-1.5530, -1.1314, -2.3095], [-1.1160, -5.5438, 3.6302], [-0.6507, -4.3718, 3.1355], [0.3467, -4.3684, 2.1585], [0.9137, -5.5319, 1.7632], [0.7809, -3.1577, 1.6389], [1.8188, -3.1340, 0.7737], [0.2207, -1.9352, 2.0701], [0.7230, -0.4308, 1.4106], [-0.6803, -1.9690, 3.1514], [-0.9992, -0.7911, 3.7492], [-1.1452, -3.1703, 3.6588], [-2.0193, -3.1583, 4.6977]], "forces_ev_per_a": [[-0.3, 0.0, 0.1], [-0.3, -0.6, 0.1], [-0.2, -0.2, 0.4], [0.3, 0.3, 0.0], [-0.2, 0.2, -0.1], [0.3, 0.1, -0.2], [0.0, 0.1, 0.0], [-0.1, 0.0, 0.0], [0.0, 0.7, -0.3], [0.0, 0.4, 0.3], [-0.2, -0.2, 0.1], [-0.6, -0.3, 0.1], [0.0, 0.3, -0.1], [0.0, 0.4, 0.2], [-0.3, 0.0, 0.4], [-0.2, -0.1, -0.4], [1.6, 0.1, -0.6], [0.7, -1.6, -0.4], [-0.7, 0.5, 1.4], [0.6, 0.9, 0.3], [0.4, -0.2, -0.8], [-0.3, -0.7, -0.2], [0.1, 0.0, -0.1], [0.4, 0.2, -0.3], [0.0, 0.0, -0.1], [-0.6, -0.2, 0.1], [-0.1, 0.3, 0.0], [-0.1, -0.3, 0.1], [-0.1, -0.4, 0.5], [0.0, -0.1, -0.4], [0.4, 0.7, -0.3], [-0.3, -0.2, 0.4], [0.1, -0.3, 0.1], [-0.4, 0.6, 0.2], [-0.1, 0.6, 0.3], [-0.7, -0.2, 0.2], [-0.2, -1.1, 0.4], [0.5, 1.0, -0.1], [0.6, 0.4, -0.3], [-0.3, -1.1, -0.4], [-0.1, 0.1, 0.4], [0.6, -0.3, -0.8]], "largest_force_ha_per_bohr": 0.034, "homo_ev": [-7.66, -8.07], "s_squared": 8.761, "energy_ev": -85718.1896, "de_lowest_ev": 0.0445, "charge": 0, "lumo_ha": [-0.0457, -0.0509], "multiplicity": 6}

{"formula": "C4H10O2S2", "method": "wB97M-V/def2-TZVPD", "elements": ["C", "C", "C", "C", "O", "O", "S", "S", "H", "H", "H", "H", "H", "H", "H", "H", "H", "H"], "coordinates": [[-0.4147, 1.5052, 0.7328], [-2.2843, -0.1107, -0.6070], [-0.2590, 0.0345, 1.1246], [2.3095, -0.5858, 0.4521], [-0.0477, -1.4959, -1.2618], [2.2200, -1.8066, 0.2650], [2.4399, 0.6232, -0.9170], [-0.9805, -1.1202, 0.2327], [-1.1332, 1.8604, 1.4362], [-0.7885, 1.6216, -0.4144], [0.5216, 1.9670, 0.7064], [-1.6744, 0.5613, -1.2390], [-2.7095, 0.5854, 0.2583], [-3.1378, -0.6388, -1.0545], [0.2916, -0.2470, 2.0016], [2.6755, -0.0620, 1.3618], [0.4276, -2.3784, -1.1605], [2.5437, -0.3132, -1.9172]], "forces_ev_per_a": [[-1.1, -1.9, -2.7], [0.0, 1.5, 1.9], [-0.9, 0.5, -1.2], [1.3, -2.2, -1.9], [-0.4, -1.0, 0.1], [0.2, 3.1, 1.1], [0.1, -1.1, 0.1], [0.2, -0.2, -0.1], [-0.4, 1.3, 0.2], [1.0, 0.1, 3.2], [1.3, 1.2, 0.5], [-1.1, -0.8, -0.4], [0.8, -1.6, -1.8], [0.9, -0.2, -0.1], [0.0, -0.3, 0.1], [-0.7, -0.6, 0.1], [-0.9, 1.7, 0.2], [-0.3, 0.5, 0.7]], "largest_force_ha_per_bohr": 0.067, "homo_ev": -7.86, "energy_ev": -30071.6585, "de_lowest_ev": 4.5692, "charge": 0, "lumo_ha": 0.0228}

{"formula": "C4H8FNO", "method": "wB97M-V/def2-TZVPD", "elements": ["C", "C", "N", "C", "C", "O", "H", "H", "H", "H", "H", "H", "H", "F", "H"], "coordinates": [[1.8430, -1.1778, 0.2579], [0.5406, -0.7009, 0.1632], [-0.3133, -0.5306, -0.9655], [-1.5408, 0.2945, -0.5981], [-1.2492, 0.5059, 0.9750], [-0.0527, -0.0756, 1.2142], [2.3443, -1.2735, 1.1784], [2.1388, -2.0218, -0.4792], [0.1671, -0.2278, -1.8949], [-2.3114, -0.2957, -0.9540], [-1.5305, 1.3640, -1.1015], [-1.2215, 1.6017, 1.2179], [-2.0024, 0.0301, 1.5731], [1.6174, 1.6527, -0.5222], [1.5707, 0.8549, -0.0644]], "forces_ev_per_a": [[-2.4, -1.9, -2.4], [0.4, 0.4, -0.8], [1.2, 0.9, -1.3], [4.0, 2.5, 0.5], [-2.4, 1.5, -2.3], [2.5, -1.3, 1.0], [0.2, 0.3, 1.1], [-0.4, 2.1, 0.9], [-1.0, -0.9, 2.6], [-2.2, -0.7, 0.0], [0.0, -2.3, 0.7], [0.1, -1.0, -0.2], [-0.5, -0.2, 0.4], [0.0, 1.4, -0.6], [0.6, -0.8, 0.3]], "smiles": "C=C1NCCO1.F", "largest_force_ha_per_bohr": 0.091, "homo_ev": -8.59, "energy_ev": -10530.8949, "de_lowest_ev": 1.6087, "charge": 0, "lumo_ha": 0.0331}